Record 1
{"formula": "C9H7NO2", "method": "ωB97M-V with the def2-TZVPD basis set", "de_lowest_ev": 1.681, "charge": 0, "max_force_ev_per_a": 4.55, "species": ["O", "O", "N", "C", "C", "C", "C", "C", "C", "C", "C", "C", "H", "H", "H", "H", "H", "H", "H"], "positions_angstrom": [[-2.229, -0.717, 1.494], [-2.491, -1.036, -0.978], [1.361, 1.007, 1.040], [1.018, 0.405, 2.295], [-0.440, -0.244, -0.007], [-1.229, -0.702, -1.099], [-0.135, -0.350, 2.449], [1.417, 0.656, -1.344], [-0.646, -0.511, -2.311], [0.572, 0.184, -2.385], [0.835, 0.487, -0.080], [-1.013, -0.475, 1.347], [-1.248, -0.662, -3.221], [1.152, 0.376, -3.310], [2.367, 1.087, 0.987], [1.673, 0.663, 3.126], [-0.723, -0.258, 3.369], [-2.618, -0.990, -0.004], [2.379, 1.079, -1.371]], "atomic_forces_ev_per_a": [[0.456, -0.290, 0.174], [0.003, -0.792, -0.274], [1.365, -1.842, 3.690], [-1.469, 0.004, -0.951], [0.586, 0.337, 2.154], [1.425, 1.924, 0.535], [1.083, 2.675, 0.876], [-3.607, -1.475, 1.176], [0.777, 1.181, -2.261], [2.889, 0.258, -0.703], [-3.138, -2.106, -2.534], [-0.437, 0.432, -1.990], [0.560, -0.175, 0.422], [-1.350, -0.466, -0.156], [0.091, 0.626, -0.147], [-0.265, 0.116, -0.248], [0.931, -0.946, 0.319], [-0.852, -0.078, 0.793], [0.952, 0.616, -0.875]], "nbo_charge": [-0.637, -0.642, -0.536, 0.089, -0.261, 0.389, -0.378, -0.311, -0.316, -0.130, 0.217, 0.496, 0.231, 0.215, 0.395, 0.214, 0.246, 0.505, 0.213]}


Record 2
{"formula": "C2H3NO2S", "method": "ωB97M-V with the def2-TZVPD basis set", "de_lowest_ev": 3.905, "charge": 0, "max_force_ev_per_a": 5.11, "species": ["S", "O", "O", "N", "C", "C", "H", "H", "H"], "positions_angstrom": [[1.035, 1.806, -0.624], [-0.335, -1.030, -1.491], [-0.770, -0.745, 1.822], [-0.328, 0.958, 0.367], [-0.011, -1.348, -0.399], [-0.172, -0.380, 0.756], [0.531, -2.420, -0.067], [0.399, 1.945, -1.960], [-0.350, 1.214, 1.596]], "atomic_forces_ev_per_a": [[-2.235, -0.802, -0.671], [-0.276, -0.246, -0.670], [2.913, 0.729, -2.952], [2.317, 1.058, 4.434], [2.616, -2.701, 1.676], [-4.287, -0.477, 1.167], [-1.553, 2.283, -0.992], [0.658, -0.481, 2.600], [-0.154, 0.638, -4.591]], "nbo_charge": [0.109, -0.461, -0.551, -0.710, 0.377, 0.505, 0.127, 0.170, 0.434]}


Record 3
{"formula": "C5H7N3", "method": "ωB97M-V with the def2-TZVPD basis set", "de_lowest_ev": 4.019, "charge": 0, "max_force_ev_per_a": 3.18, "species": ["N", "N", "N", "C", "C", "C", "C", "C", "H", "H", "H", "H", "H", "H", "H"], "positions_angstrom": [[1.166, -0.842, -0.987], [-1.277, 2.221, -0.814], [1.796, 0.289, -0.588], [1.608, 0.768, 0.726], [-0.029, -1.154, -0.571], [-1.151, -0.283, -0.204], [-1.161, 1.118, -0.545], [-2.340, -0.752, 0.268], [2.573, 1.125, 1.107], [1.041, 1.733, 0.758], [-0.214, -2.212, -0.729], [-2.464, -1.751, 0.706], [-3.400, -0.190, 0.184], [1.127, -0.022, 1.399], [2.723, -0.050, -0.709]], "atomic_forces_ev_per_a": [[-1.708, -0.984, 1.293], [0.044, 0.977, -0.171], [0.241, -0.880, -1.511], [-0.909, 1.453, 2.053], [1.473, 0.195, -0.809], [-1.706, -0.236, 0.790], [0.091, -1.009, -0.206], [-1.882, 0.748, -0.252], [-0.020, -0.618, 0.095], [-0.174, -1.069, -0.040], [-0.599, 0.197, -0.193], [0.366, 0.241, -0.567], [3.034, -0.853, 0.429], [0.670, 1.058, -0.698], [1.081, 0.779, -0.214]], "nbo_charge": [-0.182, -0.298, -0.414, -0.458, -0.051, -0.227, 0.265, -0.281, 0.216, 0.216, 0.210, 0.206, 0.229, 0.196, 0.374]}


Record 4
{"formula": "C7H37NO10", "method": "ωB97M-V with the def2-TZVPD basis set", "de_lowest_ev": 1.010, "charge": 0, "max_force_ev_per_a": 1.57, "species": ["O", "O", "O", "O", "O", "O", "O", "O", "O", "O", "N", "C", "C", "C", "C", "C", "C", "C", "H", "H", "H", "H", "H", "H", "H", "H", "H", "H", "H", "H", "H", "H", "H", "H", "H", "H", "H", "H", "H", "H", "H", "H", "H", "H", "H", "H", "H", "H", "H", "H", "H", "H", "H", "H", "H"], "positions_angstrom": [[-2.040, 1.468, -2.277], [0.032, 0.987, 3.922], [2.336, -2.556, -1.797], [0.160, -0.088, -4.168], [-1.811, -0.932, -0.508], [-1.810, 3.157, 3.012], [2.669, -0.422, -3.513], [-3.097, 1.010, 1.524], [-4.434, -0.581, -1.414], [-0.238, -2.480, -2.407], [1.025, -0.779, 0.523], [1.289, -3.008, 1.576], [1.970, 3.519, 0.127], [1.647, -1.536, 1.612], [0.720, 1.386, -0.439], [0.127, -3.367, 2.503], [0.618, 0.608, 0.854], [0.638, 2.909, -0.279], [3.128, -0.007, -2.772], [0.412, -3.262, 3.550], [-0.184, -1.985, -3.232], [-1.933, 1.470, -3.232], [-2.259, -0.184, -0.926], [1.663, 1.129, -0.922], [0.552, 0.224, -3.343], [-0.084, 3.140, 0.517], [0.956, -0.488, -4.544], [0.194, -1.216, 0.133], [2.141, -3.646, 1.825], [2.272, -2.109, -0.942], [-3.786, 1.451, 2.038], [-4.129, -1.483, -1.278], [-3.264, 1.350, 0.633], [-1.275, 1.894, -1.872], [2.692, 3.487, -0.693], [-0.320, -4.327, 2.257], [1.888, 4.602, 0.265], [0.444, 0.704, 4.746], [2.725, -1.358, 1.526], [1.053, -3.376, 0.576], [1.314, 0.975, 1.613], [2.989, -1.329, -3.388], [-4.125, -0.335, -2.295], [2.347, 3.029, 1.016], [-0.344, 0.598, 1.373], [-1.973, -0.951, 0.439], [0.107, 3.403, -1.099], [-0.007, 1.033, -1.161], [-2.321, 2.855, 2.248], [-0.908, 1.074, 4.119], [1.379, -1.125, 2.595], [1.388, -2.504, -2.095], [-0.870, -2.070, -1.813], [-0.985, 2.669, 2.884], [-0.680, -2.628, 2.404]], "atomic_forces_ev_per_a": [[-0.504, -0.088, 0.411], [-0.019, -0.061, 0.061], [-0.306, -0.094, -0.028], [-0.255, -0.162, 0.018], [0.528, -0.596, -0.245], [0.062, -0.168, -0.300], [1.030, -0.008, 0.092], [-0.182, 0.480, -0.265], [-0.177, 0.237, -0.189], [0.194, -0.798, -0.372], [-0.498, 0.216, 0.170], [-0.010, -1.044, 0.053], [-0.169, 0.866, -1.083], [0.114, 0.434, -0.078], [-0.059, 0.896, -0.227], [-0.351, 0.985, -0.117], [1.070, -1.143, -0.093], [-0.931, -0.038, 0.832], [-0.204, 0.280, -0.100], [0.088, -0.491, 0.024], [-0.460, 0.479, 0.088], [0.349, 0.056, -0.068], [-0.129, 0.042, 0.257], [0.254, -0.032, 0.194], [-0.127, 0.012, 0.068], [0.107, -0.221, 0.284], [-0.102, 0.228, -0.214], [0.323, -0.298, 0.223], [0.140, 0.241, 0.271], [0.140, 0.162, -0.075], [-0.044, -0.321, 0.187], [0.072, 0.006, -0.033], [0.005, -0.311, -0.109], [-0.085, 0.069, -0.433], [0.133, -0.591, 0.106], [0.186, -0.217, 0.305], [-0.204, -0.127, 0.546], [-0.051, 0.074, -0.035], [0.054, -0.286, 0.034], [-0.080, 0.477, -0.249], [0.120, 0.201, -0.214], [-0.418, -0.180, 0.107], [-0.087, -0.093, 0.153], [0.228, 0.069, 0.091], [-0.286, 0.388, -0.367], [-0.379, 0.373, -0.048], [0.742, 0.051, -0.514], [-0.271, -0.372, 0.166], [0.081, 0.074, 0.207], [-0.011, -0.035, 0.108], [-0.182, -0.047, -0.014], [0.684, -0.249, 0.368], [-0.277, 0.512, 0.095], [0.137, 0.204, 0.195], [0.018, -0.042, -0.238]], "nbo_charge": [-0.974, -0.959, -1.012, -0.970, -1.002, -0.951, -0.984, -0.952, -0.950, -0.980, -0.672, -0.425, -0.607, -0.222, -0.402, -0.600, -0.225, -0.413, 0.478, 0.202, 0.498, 0.497, 0.514, 0.206, 0.481, 0.194, 0.494, 0.376, 0.209, 0.476, 0.479, 0.481, 0.483, 0.484, 0.202, 0.214, 0.214, 0.480, 0.183, 0.216, 0.197, 0.504, 0.474, 0.211, 0.185, 0.497, 0.194, 0.182, 0.468, 0.483, 0.177, 0.495, 0.507, 0.477, 0.189]}


Record 5
{"formula": "C4H11NOS", "method": "ωB97M-V with the def2-TZVPD basis set", "de_lowest_ev": 1.527, "charge": 0, "max_force_ev_per_a": 2.68, "species": ["S", "O", "N", "C", "C", "C", "C", "H", "H", "H", "H", "H", "H", "H", "H", "H", "H", "H"], "positions_angstrom": [[-0.821, 2.661, -0.998], [2.420, -1.091, -0.180], [0.269, -0.950, 0.689], [-1.843, 0.242, 0.858], [1.148, -1.726, -0.200], [-0.522, 0.059, 0.056], [0.197, 1.440, -0.116], [-2.216, 1.265, 0.916], [-0.845, 2.236, -2.277], [0.711, -1.595, -1.201], [0.361, 1.755, 0.920], [1.202, -2.770, 0.091], [-0.837, -0.180, -0.959], [3.057, -1.560, -0.732], [-2.699, -0.286, 0.434], [-1.658, -0.086, 1.884], [0.928, -0.674, 1.416], [1.148, 1.260, -0.601]], "atomic_forces_ev_per_a": [[0.002, 0.565, 0.333], [0.427, -0.046, 0.079], [1.547, -2.049, -0.780], [0.056, 0.243, 0.280], [-1.059, 1.485, -0.452], [-1.379, 2.062, 0.092], [-0.434, -1.408, 0.194], [0.393, 0.183, -0.126], [0.366, -0.392, 0.349], [0.109, -0.619, 0.088], [0.089, 0.726, -0.347], [0.110, -0.140, 0.135], [0.364, -0.827, -0.012], [-0.126, -0.097, 0.040], [0.292, -0.453, 0.084], [-0.212, -0.124, -0.108], [-0.764, 0.648, 0.207], [0.221, 0.241, -0.054]], "nbo_charge": [-0.055, -0.750, -0.644, -0.622, 0.100, -0.056, -0.535, 0.213, 0.124, 0.149, 0.221, 0.159, 0.191, 0.473, 0.214, 0.211, 0.377, 0.231]}


Record 6
{"formula": "C3H2ClN", "method": "ωB97M-V with the def2-TZVPD basis set", "de_lowest_ev": 5.599, "charge": 0, "max_force_ev_per_a": 3.13, "species": ["Cl", "N", "C", "C", "C", "H", "H"], "positions_angstrom": [[-0.720, 2.261, -0.018], [-2.416, -2.386, -0.004], [-2.041, -1.302, 0.028], [1.327, 0.346, -0.004], [0.162, 0.899, 0.001], [2.256, 0.910, -0.024], [1.432, -0.727, 0.022]], "atomic_forces_ev_per_a": [[0.050, -0.681, 0.014], [-0.612, -1.366, -0.032], [1.917, 2.476, 0.017], [-0.451, -0.660, 0.049], [-0.537, 0.107, -0.029], [-0.213, 0.361, -0.004], [-0.155, -0.237, -0.014]], "nbo_charge": [0.286, -0.562, -0.009, -0.498, 0.203, 0.280, 0.300]}


Record 7
{"formula": "C5H7N3", "method": "ωB97M-V with the def2-TZVPD basis set", "de_lowest_ev": 5.136, "charge": 0, "max_force_ev_per_a": 6.99, "species": ["N", "N", "N", "C", "C", "C", "C", "C", "H", "H", "H", "H", "H", "H", "H"], "positions_angstrom": [[-0.596, 0.883, -0.538], [0.697, -1.097, -0.268], [-1.643, -2.917, 2.217], [0.687, 1.430, -0.907], [1.603, 0.524, -0.116], [-1.724, -0.946, 0.423], [-0.513, -0.385, 0.017], [-1.646, -2.088, 1.328], [1.407, 0.813, 1.075], [-2.608, -0.245, 0.716], [0.931, -1.360, 0.793], [0.857, 2.486, -1.048], [2.778, 0.398, -0.520], [-1.242, 1.303, -1.152], [1.012, 1.201, -2.021]], "atomic_forces_ev_per_a": [[2.166, 1.590, 0.115], [1.723, 4.682, 4.889], [0.093, 4.091, -4.787], [2.109, -2.966, -3.214], [1.572, -1.119, 1.721], [0.347, 0.761, 2.395], [-3.623, -0.975, -2.557], [-0.298, -3.372, 3.827], [1.205, -1.011, -2.991], [1.768, -1.311, -0.942], [-0.197, -0.378, -2.929], [-0.342, 0.659, 1.645], [-3.527, 0.304, 1.483], [-1.963, -0.645, -0.031], [-1.035, -0.311, 1.376]], "nbo_charge": [-0.617, -0.553, -0.373, -0.286, -0.247, -0.479, 0.385, 0.257, 0.209, 0.251, 0.382, 0.240, 0.254, 0.413, 0.164]}


Record 8
{"formula": "C4H5NO4S", "method": "ωB97M-V with the def2-TZVPD basis set", "de_lowest_ev": 4.923, "charge": 0, "max_force_ev_per_a": 4.34, "species": ["S", "O", "O", "O", "O", "N", "C", "C", "C", "C", "H", "H", "H", "H", "H"], "positions_angstrom": [[1.109, 0.047, 0.211], [0.500, 0.865, 1.519], [-1.343, 2.394, -0.269], [2.251, -0.655, 0.756], [-2.271, 0.427, 0.345], [1.741, 1.191, -0.879], [-2.119, -0.932, 0.420], [0.076, -0.858, -0.624], [-0.941, -1.539, 0.016], [-1.494, 1.274, -0.097], [1.073, 0.621, 2.188], [2.578, 1.584, -0.592], [-0.867, -2.670, 0.331], [1.062, 1.812, -1.121], [-3.104, -1.224, 0.756]], "atomic_forces_ev_per_a": [[0.952, -0.367, -1.780], [-1.563, 0.572, -2.747], [0.324, 2.066, -0.126], [0.143, 0.602, 0.451], [-1.417, 1.269, 0.323], [-0.780, -3.922, 1.407], [1.255, -2.040, -0.059], [-0.021, 2.762, -0.218], [-2.952, -1.817, 2.608], [2.100, -2.582, -1.358], [1.983, -0.683, 2.716], [1.883, 0.833, 0.899], [-0.248, 2.134, -1.146], [-2.168, 2.269, -1.003], [0.508, -1.097, 0.034]], "nbo_charge": [2.065, -0.894, -0.472, -0.966, -0.435, -0.981, -0.015, -0.713, -0.262, 0.933, 0.499, 0.391, 0.247, 0.384, 0.219]}


- Look up the charge of the sixth one.
  0